# 1
Computed, not measured: 3 unconnected molecules or ions with the total composition C3H12N2O2 in a non-equilibrium geometry, with ωB97M-V/def2-TZVPD.

The calculation puts the energy relative to the best compared isomer or geometry (same formula, charge and spin) at 45.3 kcal/mol. The total charge is 0. The structure (SMILES) is CC/N=C\N.O.O. Its calculated total energy is -381.44268 hartree. The frontier orbital gap is 9.9511 eV. Its HOMO energy is -0.3451 hartree.

Last column: Löwdin charge in e.
Cartesian coordinates (Å):
C (-0.04, 2.13, -0.37)  -0.1062
C (0.14, 0.63, 0.01)  -0.2853
N (-1.00, -0.23, -0.14)  -0.0064
C (-1.06, -1.46, 0.16)  -0.2750
N (-0.07, -2.33, 0.70)  0.0587
H (-1.02, 2.63, 0.09)  0.1172
H (-0.10, 2.27, -1.43)  0.0603
H (0.78, 2.74, -0.01)  0.0695
H (0.49, 0.69, 1.10)  0.1339
H (0.96, 0.21, -0.59)  0.1035
H (-1.97, -2.10, 0.06)  0.1165
H (0.82, -2.30, 0.18)  0.0825
H (-0.38, -3.24, 1.03)  0.0797
O (3.43, -1.24, 0.27)  -0.0591
H (3.92, -1.88, 0.79)  0.0316
H (2.91, -0.65, 0.82)  0.0229
O (-2.88, 1.62, -0.88)  -0.0479
H (-2.91, 0.67, -0.93)  0.0169
H (-2.01, 1.85, -0.84)  -0.1133

***

# 2
Computed, not measured: 3 unconnected molecules or ions with the total composition C3H12N2O2 in a non-equilibrium geometry, with ωB97M-V/def2-TZVPD.

The calculation puts the energy relative to the best compared isomer or geometry (same formula, charge and spin) at 44.7 kcal/mol. The total charge is 0. The structure (SMILES) is CC/N=C/N.O.O. Its calculated total energy is -381.44371 hartree. The frontier orbital gap is 10.1513 eV. Its HOMO energy is -0.3421 hartree.

Last column: Löwdin charge in e.
Cartesian coordinates (Å):
C (0.06, -3.00, -1.68)  -0.1130
C (-0.67, -2.54, -0.41)  -0.2542
N (-1.29, -1.14, -0.58)  0.0252
C (-0.39, -0.27, -0.80)  -0.3441
N (-0.56, 1.12, -0.75)  0.0415
H (1.14, -3.11, -1.62)  0.0668
H (-0.15, -2.28, -2.48)  0.0633
H (-0.31, -3.95, -2.07)  0.0651
H (-0.07, -2.43, 0.50)  0.0917
H (-1.48, -3.15, -0.01)  0.0899
H (0.61, -0.53, -1.16)  0.1213
H (-1.49, 1.41, -1.03)  0.0771
H (-0.26, 1.45, 0.16)  0.0700
O (3.40, 3.53, 1.78)  -0.0568
H (3.19, 3.60, 0.84)  0.0352
H (4.32, 3.75, 1.79)  0.0210
O (-1.66, 2.53, 2.39)  -0.0508
H (-2.35, 1.97, 2.02)  0.0257
H (-2.02, 3.03, 3.11)  0.0253

***

# 3
Computed, not measured: 3 unconnected molecules or ions with the total composition C3H12N2O2 in a non-equilibrium geometry, with ωB97M-V/def2-TZVPD.

The calculation puts the energy relative to the best compared isomer or geometry (same formula, charge and spin) at 37.4 kcal/mol. The total charge is 0. The structure (SMILES) is CC/N=C\N.O.O. Its calculated total energy is -381.45534 hartree. The frontier orbital gap is 9.3928 eV. Its HOMO energy is -0.3309 hartree.

Last column: Löwdin charge in e.
Cartesian coordinates (Å):
C (-1.99, -0.64, 1.05)  -0.1105
C (-0.84, 0.00, 0.26)  -0.3040
N (0.38, -0.54, 0.81)  -0.0158
C (1.40, -0.84, 0.13)  -0.2686
N (1.79, -0.09, -1.00)  0.0811
H (-1.72, -1.68, 1.18)  0.0635
H (-2.20, -0.19, 2.03)  0.0625
H (-3.00, -0.61, 0.63)  0.0645
H (-1.05, -0.26, -0.79)  0.0973
H (-0.93, 1.09, 0.25)  0.1109
H (2.12, -1.57, 0.49)  0.1092
H (1.02, -0.11, -1.69)  0.0400
H (2.58, -0.48, -1.50)  0.0757
O (0.02, 0.78, -3.34)  -0.0444
H (-0.42, 0.05, -3.78)  0.0503
H (0.23, 1.46, -3.97)  0.0358
O (0.86, 1.63, 3.18)  -0.0690
H (0.47, 1.12, 2.45)  -0.0021
H (1.29, 0.88, 3.60)  0.0235

***

# 4
Computed, not measured: 3 unconnected molecules or ions with the total composition C3H12N2O2 in a non-equilibrium geometry, with ωB97M-V/def2-TZVPD.

The calculation puts the energy relative to the best compared isomer or geometry (same formula, charge and spin) at 32.3 kcal/mol. The total charge is 0. The structure (SMILES) is CC/N=C\N.O.O. Its calculated total energy is -381.46343 hartree. The frontier orbital gap is 9.3606 eV. Its HOMO energy is -0.3147 hartree.

Last column: Löwdin charge in e.
Cartesian coordinates (Å):
C (1.13, -1.90, -0.58)  -0.1088
C (0.05, -0.88, -0.82)  -0.2953
N (-0.48, -0.31, 0.43)  0.0127
C (-0.95, 0.86, 0.43)  -0.3346
N (-0.71, 1.93, -0.39)  0.0854
H (0.78, -2.72, 0.03)  0.0672
H (2.01, -1.51, -0.08)  0.0454
H (1.51, -2.26, -1.54)  0.0686
H (-0.76, -1.35, -1.37)  0.1095
H (0.41, -0.03, -1.41)  0.0851
H (-1.70, 1.16, 1.16)  0.0990
H (0.04, 1.95, -1.07)  0.0767
H (-0.85, 2.85, -0.02)  0.0847
O (3.71, 0.35, 0.82)  -0.0614
H (3.78, -0.29, 1.54)  0.0351
H (4.60, 0.40, 0.47)  0.0337
O (-4.42, 0.91, 0.74)  -0.0691
H (-4.29, 0.41, 1.56)  0.0383
H (-3.88, 0.41, 0.12)  0.0280

***

# 5
Computed, not measured: 3 unconnected molecules or ions with the total composition C3H12N2O2 in a non-equilibrium geometry, with ωB97M-V/def2-TZVPD.

The calculation puts the energy relative to the best compared isomer or geometry (same formula, charge and spin) at 33.7 kcal/mol. The total charge is 0. The structure (SMILES) is C/C(N)=C/N.O.O. Its calculated total energy is -381.46127 hartree. The frontier orbital gap is 8.5994 eV. Its HOMO energy is -0.2883 hartree.

Last column: Löwdin charge in e.
Cartesian coordinates (Å):
C (-0.77, 0.50, -1.46)  -0.0540
C (0.13, -0.45, -0.67)  -0.4037
N (1.04, -1.27, -1.41)  0.0405
C (0.02, -0.59, 0.65)  -0.1832
N (1.06, -1.23, 1.38)  0.0144
H (-0.49, 1.53, -1.22)  0.0720
H (-1.81, 0.25, -1.28)  0.0732
H (-0.52, 0.43, -2.51)  0.0644
H (1.96, -0.92, -1.67)  0.0586
H (0.57, -1.50, -2.28)  0.0740
H (-0.82, -0.11, 1.14)  0.1078
H (0.63, -1.87, 2.06)  0.0723
H (1.51, -1.89, 0.74)  0.0668
O (3.24, 0.28, -0.38)  -0.0643
H (2.59, 0.31, 0.34)  0.0182
H (4.01, 0.64, 0.07)  0.0439
O (-4.49, 2.15, 1.56)  -0.0637
H (-3.98, 2.86, 1.95)  0.0252
H (-4.69, 1.50, 2.25)  0.0378

***

# 6
Computed, not measured: 3 unconnected molecules or ions with the total composition C3H12N2O2 in a non-equilibrium geometry, with ωB97M-V/def2-TZVPD.

The calculation puts the energy relative to the best compared isomer or geometry (same formula, charge and spin) at 23.7 kcal/mol. The total charge is 0. The structure (SMILES) is [H]/N=C/NCC.O.O. Its calculated total energy is -381.47717 hartree. The frontier orbital gap is 10.4548 eV. Its HOMO energy is -0.3524 hartree.

Last column: Löwdin charge in e.
Cartesian coordinates (Å):
H (2.38, 1.06, 1.63)  0.0428
N (1.63, 0.46, 1.30)  0.0711
C (0.96, 1.14, 0.46)  -0.3418
N (-0.03, 0.65, -0.35)  -0.0203
C (-1.39, 1.22, -0.14)  -0.2456
C (-2.32, 0.77, -1.25)  -0.0958
H (1.09, 2.22, 0.37)  0.1235
H (-0.08, -0.36, -0.39)  0.1092
H (-1.77, 0.81, 0.80)  0.1108
H (-1.27, 2.30, -0.10)  0.1111
H (-2.38, -0.30, -1.26)  0.0654
H (-3.32, 1.19, -1.11)  0.0740
H (-1.96, 1.06, -2.24)  0.0771
O (2.56, -1.38, -0.94)  -0.0793
H (2.59, -0.99, -0.05)  -0.0122
H (3.38, -1.11, -1.36)  0.0303
O (-0.39, -3.09, 1.55)  -0.0636
H (0.48, -3.48, 1.73)  0.0371
H (-0.15, -2.17, 1.35)  0.0062

***

# 7
Computed, not measured: 2 unconnected molecules or ions with the total composition C3H12N2OS in a non-equilibrium geometry, with ωB97M-V/def2-TZVPD.

The calculation puts the energy relative to the best compared isomer or geometry (same formula, charge and spin) at 10.0 kcal/mol. The total charge is -1. The spin multiplicity is 2. Its calculated total energy is -704.37881 hartree. The frontier orbital gap (spin up / spin down) is 2.5521 / 9.1136 eV. Its HOMO energy (spin up / spin down) is 0.0288 / -0.2087 hartree.

Last column: Mulliken spin population.
Cartesian coordinates (Å):
C (0.09, -0.74, 0.43)  0.7681
C (0.24, -2.22, 0.34)  0.2113
S (1.75, -2.73, -0.54)  0.0724
N (-0.03, -0.05, -0.82)  -0.1217
C (-1.35, 0.53, -0.96)  0.0983
N (-1.59, 1.66, -0.05)  0.2454
H (-0.82, -0.63, 1.05)  0.2435
H (0.87, -0.32, 1.08)  -0.4668
H (-0.62, -2.63, -0.15)  -0.0021
H (0.31, -2.64, 1.34)  -0.0299
H (1.34, -2.29, -1.74)  -0.0265
H (0.60, 0.75, -0.95)  -0.0276
H (-1.50, 0.84, -1.98)  -0.0731
H (-2.12, -0.24, -0.85)  0.0218
H (-0.68, 2.01, 0.26)  -0.0555
H (-2.10, 1.45, 0.79)  -0.0808
H (2.15, 3.03, 0.51)  -0.5665
H (1.73, 1.64, 0.99)  0.0330
O (1.71, 2.58, 1.26)  0.7569

***

> Which of these has the lowest total charge?

C3H12N2OS

***

> Look up the energy relative to the best compared isomer or geometry (same formula, charge and spin) of the sixth one.

23.7 kcal/mol

***

> The lowest calculated total energy belongs to which entry?

C3H12N2OS